The following is a DFT calculation (wB97M-V/def2-TZVPD) of a single C6H8O2 molecule at a distorted geometry.

Geometry as XYZ:
```
16
Properties=species:S:1:pos:R:3:forces:R:3
C -0.89392 -0.54624 -0.08771 -0.8 2.1 1.0
C -2.10413 -0.31476 0.72706 -0.9 -2.7 0.6
C 0.24732 -1.41964 0.19221 0.7 3.0 -0.4
C 1.47757 -0.45116 -0.01036 -2.2 -0.5 -3.2
C 0.95878 1.00587 -0.04725 -1.9 -1.9 -2.4
C -0.59134 0.88597 -0.48688 2.8 -0.5 2.1
O -2.22730 -1.00557 -0.36952 -0.3 0.3 -0.1
O -1.48716 1.75350 0.15894 0.2 0.5 -0.5
H 0.30131 -1.80751 1.12744 -0.4 -1.2 3.0
H 0.18722 -2.19282 -0.47662 0.5 -2.1 -1.8
H 2.20540 -0.53724 0.73492 1.4 -0.6 0.6
H 1.70168 -0.81491 -1.05203 1.2 0.9 1.1
H 1.12816 1.44048 0.85477 -0.2 1.2 3.0
H 1.44660 1.67323 -0.73192 0.5 0.0 -0.7
H -0.55913 1.03551 -1.50574 -0.6 0.6 -2.4
H -1.79107 1.29529 0.97268 0.1 0.8 -0.1
```
Forces are in eV/Å.

Results
Total energy   -383.7235 Ha
Net charge   0
ΔE to the lowest compared entry with this formula, charge and spin   117.1 kcal per mole
HOMO energy   -9.5 eV
Kohn-Sham gap   10.225 eV